Entry 1:
Molecular formula: C3H7NO2
Method: DFT, ωB97M-V with the def2-TZVPD basis set

The geometry in ORCA input format:
```
! RIJCOSX wB97M-V def2-TZVPD def2/J DEFGRID3
* xyz 0 1
N -0.62270 -1.92863 -1.13757
C -1.37699 -1.06794 -1.56328
O -2.07248 -0.17227 -1.83795
H -0.32534 -2.72289 -1.68249
C 0.14461 1.10639 1.07633
C 1.40174 0.64661 0.34740
O 1.63002 -0.73994 0.47914
H 0.14829 0.72217 2.10095
H -0.76502 0.74737 0.57788
H 0.09031 2.19853 1.11434
H 1.35174 0.94672 -0.71420
H 2.28355 1.13667 0.77856
H 0.86235 -1.20455 0.11487
*
```

Computed properties:
E_HOMO	-0.368	Eh
energy above the lowest of the compared OMol25 structures with the same formula, charge and spin	1.149	eV
frontier orbital gap	10.5161	eV
electronic energy	-323.738752	hartree
SMILES	N=C=O.CCO

Entry 2:
Molecular formula: C3H7NO2
Method: DFT, ωB97M-V with the def2-TZVPD basis set

The geometry in ORCA input format:
```
! RIJCOSX wB97M-V def2-TZVPD def2/J DEFGRID3
* xyz 0 1
C 1.41723 0.60473 0.56442
N 1.26365 -0.42956 -0.51049
C -0.15848 -0.92862 -0.40126
C -1.26515 0.18439 -0.25202
O -1.24383 1.29105 -0.69822
O -2.33654 -0.39358 0.41958
H 1.53466 0.07162 1.52106
H 0.62664 1.40496 0.51051
H 2.45388 1.05169 0.38511
H 1.23097 0.04517 -1.44589
H -0.13529 -1.60986 0.44012
H -0.44078 -1.63009 -1.20600
H -2.94696 0.33808 0.67310
*
```

Computed properties:
E_HOMO	-0.353	Eh
energy above the lowest of the compared OMol25 structures with the same formula, charge and spin	1.364	eV
frontier orbital gap	10.3176	eV
electronic energy	-323.730822	hartree
SMILES	CNCC(=O)O

Entry 3:
Molecular formula: C3H7NO2P
Method: DFT, ωB97M-V with the def2-TZVPD basis set

The geometry in ORCA input format:
```
! RIJCOSX wB97M-V def2-TZVPD def2/J DEFGRID3
* xyz 1 1
C -0.30420 0.09559 0.60249
C 1.31393 2.24456 0.23165
C -0.61250 -1.50236 -1.07125
N 0.36545 1.18296 -0.09139
O -1.12361 -0.38975 -0.33054
O 1.10087 2.85065 -0.98651
P -0.00259 1.72612 -1.51847
H 0.42629 -0.66553 0.98636
H -0.75781 0.51594 1.55473
H 1.06054 2.89074 0.99854
H 2.23129 1.86828 0.42726
H -1.09478 -1.64701 -1.96529
H -0.95565 -2.42220 -0.43055
H 0.43343 -1.61415 -1.16094
*
```

Computed properties:
E_HOMO	-0.559	Eh
energy above the lowest of the compared OMol25 structures with the same formula, charge and spin	1.783	eV
frontier orbital gap	9.3560	eV
electronic energy	-664.763278	hartree

Which of these has the highest frontier orbital gap?
number 1